{"formula": "C18H60O12", "method": "ωB97M-V with the def2-TZVPD basis set", "e_tot_ev": -44202.182, "smiles": "CCO.CCO.CCO.CCO.CCO.CCO.CO.CO.CO.CO.CO.CO", "homo_ev": -9.390, "lumo_ev": 0.13, "symbols": ["C", "C", "O", "H", "H", "H", "H", "H", "H", "C", "C", "O", "H", "H", "H", "H", "H", "H", "C", "C", "O", "H", "H", "H", "H", "H", "H", "C", "C", "O", "H", "H", "H", "H", "H", "H", "C", "C", "O", "H", "H", "H", "H", "H", "H", "C", "C", "O", "H", "H", "H", "H", "H", "H", "C", "O", "H", "H", "H", "H", "C", "O", "H", "H", "H", "H", "C", "O", "H", "H", "H", "H", "C", "O", "H", "H", "H", "H", "C", "O", "H", "H", "H", "H", "C", "O", "H", "H", "H", "H"], "xyz": [[0.60437, 3.04483, -0.47026], [2.05956, 2.59543, -0.54473], [2.46765, 1.55558, 0.34335], [-0.13370, 2.23348, -0.71045], [0.32695, 3.84406, -1.12998], [0.41864, 3.48905, 0.46836], [2.50542, 3.52495, -0.24373], [2.48494, 2.48452, -1.51974], [3.40200, 1.67417, 0.62684], [-1.74859, -1.87942, 4.54747], [-0.79493, -0.83466, 4.08828], [-1.40407, -0.17128, 2.94268], [-1.39728, -2.44493, 5.39843], [-1.99068, -2.71472, 3.80407], [-2.65403, -1.40520, 5.00791], [0.18918, -1.21599, 3.81472], [-0.61356, -0.08023, 4.92617], [-0.69525, 0.45807, 2.80664], [2.21238, 1.32912, -4.12219], [2.42245, 2.84369, -4.42378], [3.61890, 3.33970, -3.85330], [2.18210, 1.04579, -3.08034], [2.83640, 0.66806, -4.69053], [1.26357, 1.13714, -4.45894], [1.55805, 3.53533, -4.30215], [2.41257, 2.91580, -5.50858], [4.31562, 2.85750, -4.31136], [-0.13945, -4.99353, 2.09488], [0.39033, -3.96402, 1.16030], [-0.26244, -2.71394, 1.40089], [-0.94668, -5.33023, 1.60165], [-0.48265, -4.64849, 3.08541], [0.52646, -5.85153, 2.10927], [0.21895, -4.53590, 0.25115], [1.42752, -3.66756, 1.38155], [0.41826, -2.04215, 1.18270], [-2.64414, 2.10884, -4.33289], [-1.56161, 2.27847, -3.30443], [-1.10353, 3.59138, -3.07450], [-2.34201, 2.53715, -5.32220], [-3.58007, 2.52790, -4.13086], [-2.85970, 1.08178, -4.26088], [-0.66000, 1.72831, -3.66305], [-1.78812, 1.92273, -2.29906], [-1.38662, 3.86013, -2.17943], [4.65953, -3.05521, -1.75722], [3.45485, -2.30681, -1.08355], [2.55985, -1.88671, -2.10730], [4.23811, -3.91683, -2.18594], [5.40443, -3.45645, -1.05221], [5.10822, -2.54657, -2.58463], [3.80818, -1.49928, -0.50512], [2.99485, -2.96907, -0.40035], [1.67577, -1.85235, -1.70016], [-4.38314, -0.26086, -1.25350], [-4.19498, -0.10055, 0.05259], [-5.48171, -0.13144, -1.49300], [-3.88042, -1.25885, -1.52056], [-3.84036, 0.52728, -1.81131], [-3.59509, -0.79944, 0.32115], [2.66852, -1.01207, 2.48023], [1.71873, -0.77937, 1.41876], [3.57092, -0.46436, 2.26427], [2.76362, -2.03059, 2.70818], [2.35483, -0.57241, 3.35491], [2.02280, -0.04956, 0.91463], [-3.35664, -3.45928, 0.27269], [-2.82473, -2.43489, 1.14187], [-2.85370, -4.32586, 0.57667], [-2.98704, -3.35180, -0.71595], [-4.48565, -3.42578, 0.35057], [-1.90109, -2.62623, 1.29619], [-0.87965, -0.32249, -0.53202], [0.40576, -0.50349, -1.13134], [-0.79759, 0.13480, 0.46860], [-1.31277, -1.36599, -0.49477], [-1.45968, 0.30279, -1.14139], [0.83260, 0.31297, -1.04390], [-2.47950, 3.30847, 1.92741], [-2.17078, 2.41654, 0.90538], [-1.75416, 4.03122, 1.92412], [-2.62462, 2.95449, 2.94197], [-3.31795, 3.93322, 1.69810], [-2.72081, 1.66898, 0.99281], [0.55663, 2.79244, 3.52667], [0.72413, 1.55893, 2.81732], [-0.29194, 2.73132, 4.23200], [0.33784, 3.54770, 2.78247], [1.46085, 3.14632, 4.08211], [1.19982, 1.67799, 1.95714]]}

{"formula": "C18H62O13", "method": "ωB97M-V with the def2-TZVPD basis set", "e_tot_ev": -46282.165, "homo_ev": -9.337, "lumo_ev": 0.06, "symbols": ["C", "C", "O", "H", "H", "H", "H", "H", "H", "C", "C", "O", "H", "H", "H", "H", "H", "H", "C", "C", "O", "H", "H", "H", "H", "H", "H", "C", "C", "O", "H", "H", "H", "H", "H", "H", "C", "C", "O", "H", "H", "H", "H", "H", "H", "C", "O", "H", "H", "H", "H", "C", "O", "H", "H", "H", "H", "C", "O", "H", "H", "H", "H", "C", "O", "H", "H", "H", "H", "C", "O", "H", "H", "H", "H", "C", "O", "H", "H", "H", "H", "C", "O", "H", "H", "H", "H", "C", "O", "H", "H", "H", "H"], "xyz": [[2.22263, -13.43452, 16.09375], [2.14564, -12.36984, 17.25974], [0.87858, -12.21700, 17.74482], [3.24392, -13.47947, 15.70643], [1.54214, -13.28275, 15.29098], [2.06439, -14.41854, 16.54619], [2.37000, -11.39134, 16.83238], [2.82383, -12.69303, 18.04039], [0.77691, -11.30283, 18.02772], [6.22457, -9.52484, 13.61906], [6.07642, -9.48079, 12.09975], [7.05943, -10.34596, 11.51978], [7.21294, -9.33564, 14.02655], [5.93067, -10.46030, 14.00776], [5.55319, -8.87292, 14.10513], [6.22521, -8.47165, 11.73740], [5.10505, -9.81850, 11.84189], [6.77515, -10.67083, 10.63645], [2.67950, -9.91676, 19.44875], [1.98981, -8.85139, 18.68086], [0.85519, -9.38842, 18.02807], [3.43719, -10.41802, 18.85959], [1.94754, -10.59733, 19.85707], [3.28216, -9.42108, 20.17275], [2.60874, -8.28411, 18.04541], [1.68605, -8.02470, 19.36170], [0.29145, -8.63206, 17.94811], [3.15675, -9.65345, 15.21672], [2.32014, -10.30214, 14.16379], [3.28526, -10.59699, 13.13344], [3.63334, -8.74414, 14.82218], [3.86557, -10.28696, 15.58943], [2.58250, -9.37502, 16.07431], [1.46307, -9.66189, 13.85161], [1.83053, -11.22840, 14.44322], [3.71812, -11.41016, 13.42633], [1.65797, -14.85472, 12.21295], [1.15781, -13.46660, 12.52605], [-0.01505, -13.61027, 13.29309], [0.92874, -15.46002, 11.70503], [1.92913, -15.48643, 13.15947], [2.51177, -14.79386, 11.57797], [1.03315, -12.87190, 11.60264], [1.89716, -12.84013, 12.98146], [-0.37233, -12.77563, 13.58908], [5.28929, -7.44009, 17.53231], [6.24132, -7.94745, 16.57900], [5.22697, -8.15260, 18.29798], [4.30403, -7.23782, 17.18575], [5.50400, -6.47887, 17.96206], [7.11962, -7.70159, 16.93414], [-0.98578, -10.68376, 15.44938], [-0.82470, -10.99537, 14.03349], [-1.86208, -10.02838, 15.42780], [-0.09088, -10.25132, 15.77700], [-1.11728, -11.63550, 15.97236], [-1.25779, -10.30583, 13.54615], [6.00757, -11.43457, 17.05203], [7.00988, -10.52265, 16.75128], [5.68932, -11.83078, 16.13267], [5.12710, -10.98161, 17.48928], [6.36710, -12.21723, 17.70792], [6.53465, -9.68757, 16.44694], [1.54902, -6.53754, 15.43839], [1.34037, -6.09665, 16.77327], [1.22256, -7.52602, 15.18287], [2.61345, -6.60835, 15.39227], [1.23515, -5.71619, 14.74241], [2.10138, -5.57705, 17.04410], [-1.40514, -7.36051, 12.22146], [-0.98350, -8.42515, 13.03908], [-2.47235, -7.37185, 11.99355], [-0.76241, -7.29937, 11.36352], [-1.23784, -6.52741, 12.87303], [-1.11111, -8.11702, 13.95599], [4.86693, -12.96517, 12.47477], [4.61694, -12.86151, 13.82692], [4.12468, -13.67386, 12.06852], [5.78529, -13.42820, 12.26276], [4.84598, -12.02347, 11.90631], [4.77529, -13.71357, 14.27173], [1.92577, -7.31042, 11.83094], [3.29464, -7.57739, 12.11226], [1.84792, -6.32516, 11.39875], [1.30947, -7.40541, 12.72496], [1.54762, -8.01413, 11.07776], [3.28950, -8.39063, 12.61964], [0.41651, -10.39445, 10.77148], [0.57782, -10.97576, 9.51166], [-0.30406, -10.94410, 11.35969], [0.03323, -9.41387, 10.68179], [1.39482, -10.37338, 11.25343], [-0.25219, -10.69624, 8.97622]]}

{"formula": "C18H64O14", "method": "ωB97M-V with the def2-TZVPD basis set", "e_tot_ev": -48367.215, "homo_ev": -9.683, "lumo_ev": 0.30, "symbols": ["C", "C", "O", "H", "H", "H", "H", "H", "H", "C", "C", "O", "H", "H", "H", "H", "H", "H", "C", "C", "O", "H", "H", "H", "H", "H", "H", "C", "C", "O", "H", "H", "H", "H", "H", "H", "C", "C", "O", "H", "H", "H", "H", "H", "H", "C", "C", "O", "H", "H", "H", "H", "H", "H", "C", "C", "O", "H", "H", "H", "H", "H", "H", "C", "C", "O", "H", "H", "H", "H", "H", "H", "C", "C", "O", "H", "H", "H", "H", "H", "H", "O", "H", "H", "O", "H", "H", "O", "H", "H", "O", "H", "H", "O", "H", "H"], "xyz": [[0.11559, -1.29653, 1.24486], [-0.01280, -0.19364, 0.20548], [-0.19026, 1.06028, 0.87473], [-0.74306, -1.17175, 1.90621], [1.00375, -1.08321, 1.84013], [0.17772, -2.29542, 0.82960], [-0.82333, -0.35514, -0.50613], [0.90850, -0.12202, -0.38845], [0.65622, 1.32941, 1.27453], [-4.13071, -2.19408, 2.66274], [-3.46872, -1.33229, 3.71660], [-3.38111, -2.11245, 4.90508], [-3.48437, -3.04116, 2.42439], [-4.28224, -1.63947, 1.73462], [-5.09356, -2.56896, 3.00707], [-4.05784, -0.43087, 3.91348], [-2.48807, -1.00420, 3.35873], [-2.93968, -1.61152, 5.59593], [3.18656, 1.72040, -0.07547], [3.31818, 1.39496, 1.39611], [2.22544, 1.95708, 2.13903], [3.71835, 1.03200, -0.73639], [3.44416, 2.75106, -0.31696], [2.14267, 1.55679, -0.36219], [4.24475, 1.80395, 1.81034], [3.29844, 0.32346, 1.59317], [2.37245, 2.89375, 2.29340], [-0.35162, -2.40616, -3.25138], [0.77070, -3.37304, -2.93566], [1.55524, -3.46079, -4.14149], [-1.12283, -2.91566, -3.83112], [-0.05555, -1.50489, -3.77815], [-0.86209, -2.06183, -2.34612], [0.37080, -4.36812, -2.72670], [1.43366, -3.01894, -2.14470], [2.15600, -4.20973, -4.09991], [3.19478, -4.40436, -0.34210], [4.36795, -4.53921, 0.62714], [4.79252, -3.29335, 1.15784], [3.48774, -3.80701, -1.21272], [2.41037, -3.81812, 0.13907], [2.88378, -5.39757, -0.66016], [5.21180, -5.09202, 0.20555], [3.99213, -5.10485, 1.48421], [5.09692, -2.73756, 0.43300], [-2.88672, 1.18815, -5.02742], [-1.83113, 0.29034, -4.42561], [-1.98002, 0.06164, -3.03896], [-2.69930, 1.30150, -6.10149], [-2.84296, 2.22455, -4.68045], [-3.90067, 0.81894, -4.87611], [-0.84924, 0.72778, -4.67698], [-1.76304, -0.68793, -4.90847], [-1.77232, 0.90448, -2.59747], [1.62543, 0.65253, -3.50738], [2.03082, 2.08679, -3.60643], [2.92112, 2.31089, -4.70015], [1.18404, 0.29925, -4.43989], [0.86227, 0.47175, -2.74363], [2.44327, -0.00254, -3.19778], [2.47892, 2.43298, -2.66593], [1.17732, 2.76258, -3.75905], [3.41315, 3.12172, -4.56178], [-1.46649, 2.61467, 3.89373], [-2.47827, 2.72634, 5.02549], [-2.07082, 3.85587, 5.81066], [-1.72901, 1.82090, 3.18999], [-0.52183, 2.30038, 4.33873], [-1.37399, 3.55392, 3.35566], [-2.48382, 1.81722, 5.63280], [-3.49186, 2.90445, 4.65274], [-2.44924, 3.78456, 6.69152], [0.82573, 5.02015, -0.40949], [-0.55495, 5.51506, -0.00368], [-1.56893, 5.00617, -0.87042], [0.76056, 3.93048, -0.46086], [1.57550, 5.23614, 0.35830], [1.22852, 5.43525, -1.33243], [-0.59123, 6.60887, 0.01695], [-0.79793, 5.18474, 1.00457], [-1.52533, 5.48954, -1.70226], [-1.52042, 2.21675, -1.29779], [-1.55199, 3.19083, -1.26194], [-0.90138, 1.94294, -0.60313], [-1.59890, -4.01131, 0.69610], [-1.22745, -4.74331, 0.18879], [-2.53265, -4.00128, 0.45640], [-4.04214, 0.36012, -0.21018], [-4.42893, 1.23197, -0.08729], [-3.15225, 0.54297, -0.53817], [2.65126, -2.36640, 3.20369], [1.74385, -2.54495, 3.48955], [2.91543, -3.16641, 2.74048], [0.25669, -3.99780, 3.01419], [-0.53045, -4.22355, 3.52149], [-0.02755, -4.05790, 2.09352]]}

{"formula": "C18H66N2O16", "method": "ωB97M-V with the def2-TZVPD basis set", "e_tot_ev": -55474.712, "homo_ev": -8.356, "lumo_ev": 0.20, "symbols": ["C", "C", "C", "C", "C", "C", "N", "O", "C", "C", "C", "H", "H", "H", "H", "H", "H", "H", "H", "H", "H", "H", "H", "H", "H", "H", "H", "H", "H", "H", "C", "C", "C", "C", "C", "C", "N", "O", "C", "C", "C", "H", "H", "H", "H", "H", "H", "H", "H", "H", "H", "H", "H", "H", "H", "H", "H", "H", "H", "H", "O", "H", "H", "O", "H", "H", "O", "H", "H", "O", "H", "H", "O", "H", "H", "O", "H", "H", "O", "H", "H", "O", "H", "H", "O", "H", "H", "O", "H", "H", "O", "H", "H", "O", "H", "H", "O", "H", "H", "O", "H", "H"], "xyz": [[0.11587, 0.03482, 3.69862], [-0.46061, -1.32108, 3.13061], [-1.71381, -1.77734, 3.98083], [-2.41219, -2.99390, 3.45844], [-2.84068, -2.76863, 2.06572], [-1.63482, -2.39876, 1.04745], [-0.83859, -1.24810, 1.68865], [0.04458, -0.57625, 0.90795], [-0.87634, -3.70477, 0.73171], [-2.20588, -1.98488, -0.32098], [0.69756, -2.29528, 3.28165], [-0.67142, 0.75568, 3.47812], [0.99487, 0.27674, 3.10118], [0.41934, -0.07560, 4.73968], [-1.45771, -2.13199, 4.97919], [-2.42307, -0.94995, 4.00252], [-3.15405, -3.42640, 4.12978], [-1.68537, -3.80489, 3.50447], [-3.51178, -1.90978, 2.07626], [-3.36899, -3.61509, 1.62700], [-0.31648, -4.16201, 1.54755], [-1.64944, -4.36529, 0.33912], [-0.16837, -3.41276, -0.04392], [-2.55749, -2.88043, -0.83329], [-2.98029, -1.22968, -0.18661], [-1.40835, -1.52930, -0.90791], [1.60202, -1.84460, 3.69024], [1.11885, -2.65476, 2.34283], [0.47341, -3.08295, 4.00098], [0.76158, -1.12683, 0.58489], [4.23127, -3.07918, 1.45592], [4.68994, -1.80044, 0.78497], [5.89331, -1.28658, 1.48773], [6.82583, -0.17887, 0.89386], [7.29919, -0.73725, -0.45758], [6.12329, -1.09901, -1.36173], [5.19755, -2.06432, -0.60487], [4.11792, -2.52167, -1.41940], [5.39628, 0.13900, -1.88496], [6.69584, -1.94895, -2.47818], [3.52505, -0.76867, 0.96571], [5.01006, -3.77028, 1.77836], [3.47549, -3.51649, 0.80350], [3.67368, -2.92431, 2.37961], [5.61328, -1.24144, 2.54017], [6.55554, -2.15224, 1.50152], [7.68522, 0.06353, 1.51898], [6.32101, 0.78524, 0.83269], [7.91954, -1.60491, -0.23299], [7.88374, 0.09684, -0.84577], [4.97270, 0.69230, -1.04678], [5.91858, 0.93159, -2.42078], [4.61950, -0.14612, -2.59448], [7.32904, -2.78143, -2.17137], [5.93847, -2.46552, -3.06780], [7.33013, -1.37568, -3.15430], [3.05027, -0.77439, 1.94686], [2.80398, -1.22427, 0.28703], [3.78676, 0.21948, 0.58732], [4.34205, -3.39695, -1.74385], [-0.48815, 4.24024, -1.95802], [-0.36485, 3.61666, -1.24235], [-0.47814, 5.09801, -1.53333], [-6.15321, 0.28146, -0.05233], [-6.62647, 1.08414, -0.27132], [-6.74135, -0.42460, -0.32029], [-4.35112, 4.27416, 1.94852], [-4.92504, 3.51017, 1.89227], [-3.52860, 3.93122, 2.29796], [-4.55854, 5.10388, -0.82786], [-4.43204, 4.84077, 0.08373], [-4.90771, 4.32268, -1.25687], [-5.65654, 1.16063, -4.16012], [-5.58330, 0.56351, -4.90464], [-4.75099, 1.35390, -3.91751], [-3.75651, 4.68469, -3.62595], [-3.84564, 5.02074, -4.51778], [-4.05582, 5.40254, -3.06797], [-2.17883, 2.32602, 1.46051], [-1.94918, 1.87014, 0.65078], [-1.40283, 2.84492, 1.67215], [-6.65746, 3.27280, -2.58358], [-6.30183, 2.38411, -2.58362], [-7.50710, 3.19131, -3.01682], [-3.08914, 2.08334, -3.35937], [-2.36544, 2.34055, -3.93063], [-3.64837, 2.85900, -3.31648], [-1.05340, 1.50944, -0.76266], [-1.70663, 1.36022, -1.44621], [-0.77065, 0.63193, -0.50523], [-1.52096, -1.27813, -3.70805], [-1.61728, -2.16038, -4.06665], [-1.23782, -0.74634, -4.45187], [-1.07743, 3.54076, -4.91797], [-1.68351, 4.26385, -5.07933], [-0.68026, 3.74491, -4.07132], [-4.66561, 1.10916, 2.27861], [-3.72465, 1.27565, 2.22283], [-4.92426, 0.89117, 1.38317], [1.09224, 2.61421, 1.18195], [0.55521, 2.25985, 0.47325], [1.20250, 1.88207, 1.78861]]}

Relative energy (zero: lowest compared OMol25 entry of this formula, charge and spin) across the listed records, respectively: 168.3 178.1 73.1 0.0 kcal/mol.